(1)
A structure of composition C3H6ClFS at a distorted geometry. Source: the OMol25 dataset; level of theory: ωB97M-V/def2-TZVPD.

Output
- HOMO-LUMO gap (eV) = 9.40
- E (Eh) = -1076.05188
- lowest unoccupied orbital energy (eV) = 0.01
- total charge = 0
- energy above the lowest of the compared OMol25 structures with the same formula, charge and spin (kcal/mol) = 59.4
- HOMO (eV) = -9.388
- largest force on an atom (hartree/bohr) = 0.084
- molecular weight (g/mol) = 128.60

Last column: Mulliken charge in e.
Cartesian coordinates (Å):
1 C 0.8800 -0.0041 1.0307  -0.48
2 C -0.1097 0.9364 0.3431  -0.36
3 C -1.0579 0.4211 -0.8727  -0.31
4 H 1.8092 0.0317 -1.5925  0.16
5 H 1.6033 0.7801 1.4433  0.31
6 H 0.6215 -0.7639 1.7286  0.40
7 H -0.7253 1.4744 0.9685  0.51
8 H -1.5709 1.2275 -1.5786  0.33
9 H -0.6207 -0.3626 -1.5233  0.23
10 F 0.8210 2.0398 -0.1269  -0.35
11 S 1.7939 -1.1284 -0.2542  -0.25
12 Cl -2.0872 -0.6360 0.1621  -0.20



(2)
The molecule C3H6ClN at a distorted geometry. Source: the OMol25 dataset; level of theory: ωB97M-V/def2-TZVPD.

Output
- HOMO-LUMO gap (eV) = 10.68
- E (Eh) = -632.80497
- lowest unoccupied orbital energy (eV) = 0.91
- total charge = 0
- energy above the lowest of the compared OMol25 structures with the same formula, charge and spin (kcal/mol) = 13.6
- HOMO (eV) = -9.771
- largest force on an atom (hartree/bohr) = 0.071
- molecular weight (g/mol) = 91.54

Last column: Mulliken charge in e.
Cartesian coordinates (Å):
1 C -0.6365 1.6589 0.3452  -0.25
2 N 0.2924 0.8962 0.7008  -0.42
3 C 0.8299 -0.1549 -0.0719  0.23
4 C -0.1187 -1.3620 -0.0688  -1.15
5 Cl 1.2127 0.2481 -1.7771  -0.20
6 H -0.9200 2.3937 1.0901  0.27
7 H -1.0671 1.7398 -0.6771  0.24
8 H 1.7657 -0.5709 0.6076  0.30
9 H -0.9932 -1.2095 -0.7968  0.29
10 H 0.3222 -2.3698 -0.2121  0.32
11 H -0.6872 -1.2697 0.8599  0.36



(3)
A cluster of 2 separate species, C3H6ClN2 in total at a distorted geometry. Source: the OMol25 dataset; level of theory: ωB97M-V/def2-TZVPD.

Output
- HOMO-LUMO gap (spin up / spin down) (eV) = 8.36 / 8.35
- E (Eh) = -687.17964
- lowest unoccupied orbital energy (spin up / spin down) (eV) = -5.93 / -5.93
- total charge = +1
- energy above the lowest of the compared OMol25 structures with the same formula, charge and spin (kcal/mol) = 113.4
- HOMO (spin up / spin down) (eV) = -14.282 / -14.281
- largest force on an atom (hartree/bohr) = 0.093
- molecular weight (g/mol) = 105.55

Last column: Mulliken charge in e.
Cartesian coordinates (Å):
1 C -1.0484 2.0575 -0.1443  -0.19
2 C -1.1015 -0.4145 -0.0109  0.43
3 C 1.4219 -1.0688 -0.2173  -0.67
4 N -1.2044 0.8149 -0.0884  -0.03
5 N 0.5923 -0.9551 0.8912  -0.34
6 Cl -2.1448 -1.6526 -0.3059  0.02
7 H -0.6755 2.5268 -1.0318  0.30
8 H -1.4570 2.5856 0.6595  0.30
9 H 0.7914 -1.8260 -0.9407  0.29
10 H 2.2922 -1.7088 0.1441  0.30
11 H 1.7161 -0.1234 -0.5317  0.34
12 H 0.8177 -0.2356 1.5762  0.27



(4)
The ion C3H6ClN2 with charge +1 at a distorted geometry. Source: the OMol25 dataset; level of theory: ωB97M-V/def2-TZVPD.

Output
- HOMO-LUMO gap (spin up / spin down) (eV) = 6.72 / 8.21
- E (Eh) = -687.19021
- lowest unoccupied orbital energy (spin up / spin down) (eV) = -3.77 / -7.34
- total charge = +1
- energy above the lowest of the compared OMol25 structures with the same formula, charge and spin (kcal/mol) = 8.7
- HOMO (spin up / spin down) (eV) = -10.493 / -15.551
- largest force on an atom (hartree/bohr) = 0.136
- molecular weight (g/mol) = 105.55
- multiplicity = 3

Last column: Mulliken charge in e.
Cartesian coordinates (Å):
1 C -1.2570 0.4814 0.1316  0.19
2 C 0.4856 -1.1329 -0.2669  -0.16
3 C 1.7202 -0.7861 0.1958  -0.32
4 N -0.6393 1.6298 -0.2422  -0.34
5 N -0.7847 -0.7325 0.1179  -0.04
6 Cl 1.9389 0.5834 1.2371  -0.07
7 H -2.3808 0.6030 0.3963  0.32
8 H 0.4674 -2.1232 -0.7962  0.31
9 H 0.1893 1.7626 -0.7426  0.23
10 H 2.5502 -1.4300 -0.0728  0.41
11 H -0.9138 2.5914 -0.1582  0.22
12 H -1.3760 -1.4469 0.2003  0.23



(5)
The molecule C3H6ClN3S at a distorted geometry. Source: the OMol25 dataset; level of theory: ωB97M-V/def2-TZVPD.

Output
- HOMO-LUMO gap (eV) = 8.71
- E (Eh) = -1140.47545
- lowest unoccupied orbital energy (eV) = 0.44
- total charge = 0
- energy above the lowest of the compared OMol25 structures with the same formula, charge and spin (kcal/mol) = 60.0
- HOMO (eV) = -8.272
- largest force on an atom (hartree/bohr) = 0.033
- molecular weight (g/mol) = 151.62

Last column: Mulliken charge in e.
Cartesian coordinates (Å):
1 C 0.3243 -1.4640 1.2640  -0.71
2 C 0.3913 -0.8775 0.0726  0.26
3 Cl 1.5544 -1.4418 -1.1537  -0.22
4 C -0.2140 0.4507 -0.1991  0.41
5 N 0.3682 1.5580 -0.3631  -0.27
6 N 1.7352 1.6304 -0.3746  -0.48
7 N -1.6075 0.5938 -0.0631  -0.29
8 S -2.5066 -0.5436 -0.9429  -0.18
9 H -0.0989 -0.9236 2.1276  0.27
10 H 0.6636 -2.4918 1.3831  0.29
11 H 2.2097 0.8013 -0.7994  0.21
12 H 2.0718 2.4896 -0.7828  0.25
13 H -1.9279 1.5451 -0.3020  0.33
14 H -2.9636 -1.3265 0.1333  0.14



(6)
The molecule C3H6ClNO at a distorted geometry. Source: the OMol25 dataset; level of theory: ωB97M-V/def2-TZVPD.

Output
- HOMO-LUMO gap (eV) = 10.76
- E (Eh) = -708.01224
- lowest unoccupied orbital energy (eV) = 0.99
- total charge = 0
- energy above the lowest of the compared OMol25 structures with the same formula, charge and spin (kcal/mol) = 63.9
- HOMO (eV) = -9.767
- largest force on an atom (hartree/bohr) = 0.069
- molecular weight (g/mol) = 107.54

Last column: Mulliken charge in e.
Cartesian coordinates (Å):
1 O -2.2941 0.5623 1.8261  -0.36
2 N -1.7342 0.1300 0.6687  -0.34
3 C -0.7998 -0.6704 0.9798  0.00
4 C 0.0858 -1.2188 -0.1772  -0.70
5 C 1.5585 -0.5789 -0.3321  -0.36
6 Cl 1.4570 0.8172 -1.4246  -0.21
7 H -2.8112 1.3162 1.5848  0.35
8 H -0.5986 -0.8612 2.0901  0.35
9 H 0.2492 -2.2654 0.0065  0.32
10 H -0.4802 -0.9093 -1.0402  0.33
11 H 2.2759 -0.4041 0.4433  0.40
12 H 2.0206 -1.3689 -0.9794  0.22



(7)
The molecule C3H6ClNO2S at a distorted geometry. Source: the OMol25 dataset; level of theory: ωB97M-V/def2-TZVPD.

Output
- HOMO-LUMO gap (eV) = 9.77
- E (Eh) = -1181.44702
- lowest unoccupied orbital energy (eV) = 0.23
- total charge = 0
- energy above the lowest of the compared OMol25 structures with the same formula, charge and spin (kcal/mol) = 44.7
- HOMO (eV) = -9.546
- largest force on an atom (hartree/bohr) = 0.049
- molecular weight (g/mol) = 155.61

Last column: Mulliken charge in e.
Cartesian coordinates (Å):
1 C -1.8666 -0.9911 -0.0066  -0.84
2 C -0.7164 -0.7573 0.5965  0.11
3 N 0.5134 -0.3259 0.1036  -0.06
4 C 0.6857 -0.0912 -1.4334  -0.97
5 S 1.1308 0.8558 1.1479  1.02
6 O 2.5296 0.8610 1.2848  -0.50
7 O 0.3045 0.9942 2.2759  -0.54
8 Cl 0.6786 2.5392 -0.0043  -0.22
9 H -2.7509 -1.4457 0.5580  0.20
10 H -2.0577 -0.9851 -1.0379  0.31
11 H -0.6664 -0.6262 1.6880  0.39
12 H 1.4484 0.6800 -1.7022  0.36
13 H 1.0575 -1.0536 -1.7533  0.29
14 H -0.2905 0.3460 -1.7170  0.43



(8)
The molecule C3H6ClNOS at a distorted geometry. Source: the OMol25 dataset; level of theory: ωB97M-V/def2-TZVPD.

Output
- HOMO-LUMO gap (eV) = 9.28
- E (Eh) = -1106.26869
- lowest unoccupied orbital energy (eV) = 0.54
- total charge = 0
- energy above the lowest of the compared OMol25 structures with the same formula, charge and spin (kcal/mol) = 8.4
- HOMO (eV) = -8.739
- largest force on an atom (hartree/bohr) = 0.046
- molecular weight (g/mol) = 139.61

Last column: Mulliken charge in e.
Cartesian coordinates (Å):
1 N 0.4918 -1.6036 0.0753  -0.43
2 C 1.0780 -0.6559 0.9292  0.39
3 S 2.6415 -0.6820 1.4408  -0.31
4 O 0.2742 0.4156 1.1963  -0.30
5 C -0.8722 0.6993 0.3633  -0.64
6 C -0.5005 0.9525 -1.1073  -0.32
7 Cl 0.5345 2.4873 -1.2071  -0.20
8 H -0.4578 -1.7945 0.2765  0.18
9 H 1.1229 -2.3812 -0.0579  0.25
10 H -1.4327 1.4865 0.8307  0.36
11 H -1.5414 -0.1427 0.5073  0.34
12 H -1.4312 1.1196 -1.7236  0.34
13 H 0.0929 0.0991 -1.5234  0.33